C36H64BMnN9Si | ωB97M-V/def2-TZVPD

Results
- max |F| (Eh/bohr) = 0.008
- M (g/mol) = 716.8
- LUMO level (alpha / beta) (Ha) = 0.023 / 0.023
- electronic energy (eV) = -91661.06552
- orbital gap (alpha / beta) (eV) = 7.60 / 7.68

```
! RIJCOSX wB97M-V def2-TZVPD def2/J DEFGRID3
* xyz 0 6
Mn 0.00601 1.07449 0.46344
Si -1.55561 3.79085 1.80792
N 1.21699 -0.67102 1.47231
N 0.22471 2.83548 -1.45236
N -0.76426 3.58907 -2.15437
N 1.74599 0.43899 -0.95816
N 1.14768 -1.82054 0.71724
N -0.89373 -1.35724 -0.71636
N -1.28764 -0.73600 0.44173
N -1.61929 2.40419 0.79026
N 1.55333 -0.77575 -1.55622
C -5.15880 1.63230 -1.45542
C 1.60426 -1.02600 2.68776
C 2.82337 0.98356 -1.51642
C 3.29332 0.15412 -2.53357
C -3.34286 -0.49611 1.81966
C 4.19839 -2.25540 -3.80000
C 2.08852 -3.47093 -3.34008
C -4.46061 -1.49037 2.14124
C -2.58474 -0.95222 0.60233
C 3.28580 2.50345 0.46325
C 2.48513 -0.96533 -2.53873
C 1.26770 1.32115 3.52837
C -5.20651 2.37637 -0.28421
C -1.71425 -3.99960 -2.71180
C -1.27594 -1.67732 -3.71579
C 1.84188 -0.05593 3.81077
C 1.48831 -2.88544 1.48836
C -2.05563 -2.50796 -2.69084
C 3.01331 -4.58576 0.47340
C 1.79033 -2.41209 2.74694
C 0.51214 -4.95191 0.25201
C -4.05551 2.62567 0.44988
C 1.63306 -4.33529 1.09453
C -2.31418 3.56314 3.50342
C 3.51568 3.43844 -1.88855
C -2.77313 1.39205 -1.13424
C 0.24755 4.27918 2.08807
C 3.58520 2.18567 -0.99635
C -3.07034 -1.67534 -0.49662
C -2.78329 2.14603 0.05603
C -3.92443 1.14722 -1.86673
C 2.69094 -2.08665 -3.55798
C -1.99179 -1.89055 -1.32083
C -2.43107 -0.30225 3.02872
C -2.34535 5.28593 0.99744
C 3.34300 0.04309 4.11118
B 0.63219 -1.76866 -0.76869
H 0.74504 3.43504 -0.82259
H -5.20672 -1.53203 1.34403
H 1.71187 1.71194 2.61408
H 2.40712 -4.11058 -4.16598
H -1.83379 1.00356 -1.50579
H -3.36493 3.26135 3.46677
H 0.45797 5.26908 1.66239
H 3.35956 3.17880 -2.93866
H -1.62319 3.52953 -1.62037
H -4.97249 -1.19375 3.05914
H 3.81018 -4.30673 1.16585
H 0.42912 -6.01780 0.47779
H 4.15158 0.34486 -3.15985
H -3.11040 -2.43411 -2.96073
H 0.72594 -2.84180 -1.25689
H 0.17950 1.30563 3.41996
H -0.23638 -1.53591 -3.41981
H -1.87798 -4.41026 -3.71182
H -1.71672 -0.68195 -3.82053
H 2.71469 4.11666 -1.58555
H -3.28303 5.04617 0.48833
H 4.45069 3.99855 -1.82005
H 2.25940 -1.69788 -4.48523
H 2.09547 -3.00307 3.60018
H -1.65878 5.70898 0.25439
H -0.68069 -4.18164 -2.43355
H 3.13489 -5.64090 0.21031
H -4.05840 -2.49698 2.28390
H -1.67265 0.44786 2.82748
H 3.77332 -0.93781 4.32379
H 3.46862 1.63843 1.10436
H 4.62185 1.84957 -1.03524
H 0.87382 2.46267 -2.12860
H 0.72011 -4.86265 -0.81161
H -1.76695 2.78926 4.05630
H 2.24657 2.79604 0.59417
H -1.92979 -1.23898 3.29648
H 2.43949 -3.92614 -2.41572
H 3.89176 3.34029 0.81445
H -4.09019 -1.96853 -0.69514
H -2.55596 6.06750 1.73787
H 1.51811 2.02711 4.32202
H 3.87384 0.46109 3.24939
H -3.85334 0.55916 -2.77656
H 4.36926 -3.08493 -4.48834
H 3.13919 -3.98913 -0.43281
H 1.34965 -0.47446 4.69236
H -4.14433 3.18245 1.37637
H -1.29155 -2.16282 -4.69525
H 0.91723 3.57825 1.60112
H -0.45709 -4.48619 0.44990
H -3.80768 0.46249 1.58182
H 0.52825 4.30434 3.14669
H -2.34650 -4.54756 -2.00896
H -6.15542 2.76342 0.07276
H 1.00706 -3.46560 -3.33146
H 3.52293 0.69231 4.97236
H 4.65675 -1.36678 -4.23475
H -0.49228 4.56116 -2.21433
H 4.71316 -2.47669 -2.86118
H 1.61931 -4.85225 2.05507
H -6.05708 1.43530 -2.02941
H -2.25044 4.49638 4.07662
H -3.01440 0.04190 3.88629
*
```

Atom charges from the Mulliken analysis, given in e for atoms 1 to 8: 1.615 0.251 0.623 0.103 -0.889 0.607 0.300 1.058

=====

C36H64O24S6 | ωB97M-V/def2-TZVPD

Results
- energy above the lowest of the compared OMol25 structures with the same formula, charge and spin (kJ/mol) = 1.5
- max |F| (Eh/bohr) = 0.076
- M (g/mol) = 1073.3
- LUMO level (Ha) = 0.016
- electronic energy (eV) = -152519.30452
- SMILES string = O=S1(=O)CCCC1.O=S1(=O)CCCC1.O=S1(=O)CCCC1.O=S1(=O)CCCC1.O=S1(=O)CCCC1.O=S1(=O)CCCC1.O=C1OCCO1.O=C1OCCO1.O=C1OCCO1.O=C1OCCO1
- orbital gap (eV) = 10.45

```
! RIJCOSX wB97M-V def2-TZVPD def2/J DEFGRID3
* xyz 0 1
S -0.72473 4.03110 -2.34450
S -4.57308 0.10666 2.14117
S 2.41978 -3.28736 4.80023
S -1.65886 -3.34577 1.49777
S 1.42175 -1.48836 -1.47204
S -2.16081 3.82996 1.98070
O 4.25042 -3.86060 -1.67278
O 1.30334 -2.33553 4.67315
O 2.79796 -3.70151 6.14411
O -3.35587 0.07450 2.98638
O 0.91271 -2.16951 -2.61403
O -0.67090 2.60412 -2.19524
O -0.71377 -4.45767 1.57384
O 0.43242 4.80224 -1.99709
O 5.46358 -2.74054 -0.16467
O 5.34591 -2.05125 -2.29157
O 4.71832 1.84597 -0.94797
O 2.74043 2.21909 0.15256
O -1.41684 5.01394 1.68041
O -3.42409 3.62863 1.28147
O -5.37831 -1.13432 2.10390
O 3.77333 -0.91062 -4.58952
O 1.64530 -1.05627 -5.20228
O -2.31521 0.26085 -2.76615
O -3.83544 2.00069 -2.79512
O -1.52090 -2.50641 0.31720
O 2.69345 -0.79353 -1.62194
O 4.46623 1.21124 1.16596
O 2.50558 0.94312 -4.63975
O -2.57000 1.50623 -4.58741
C -2.34127 -3.21664 4.07973
C 3.79645 -2.71065 3.77230
C -1.50061 -0.36154 -3.75317
C 2.63391 -0.21798 -4.78595
C -3.29138 -3.88401 1.74143
C 0.14890 -0.41513 -0.73525
C 1.55924 -1.54411 1.11784
C -3.54284 -3.86943 3.29041
C -5.72539 1.45262 2.42011
C -0.07507 2.75885 3.00687
C -2.97757 1.30847 -3.32361
C 3.57333 -2.31832 -4.67644
C 3.98370 -3.87416 2.80084
C -1.31277 0.73601 -4.74713
C 2.66631 -4.57970 2.44745
C -2.29807 3.59858 3.78290
C -2.75814 5.56960 -2.91265
C 4.00598 1.72133 0.18561
C -0.96287 3.07850 4.25730
C 0.55078 -0.38088 0.76843
C 6.10258 -1.42597 -0.11671
C -1.62238 -2.44337 3.00954
C 2.00033 -4.79714 3.82361
C -4.14817 0.49141 0.44120
C -2.48377 4.68367 -4.09891
C 1.60082 -2.53873 -0.01486
C -6.44065 1.51685 1.06258
C 2.69863 3.10981 -1.00647
C 2.18357 -2.38224 -5.35872
C -1.01430 4.42136 -4.05753
C -5.44310 1.02870 -0.03288
C -1.00480 2.49467 1.86192
C 4.99714 -2.98592 -1.38310
C 3.81556 2.53034 -1.90456
C 6.26784 -1.11644 -1.61088
C -2.18396 4.75866 -1.68752
H 4.70606 -4.56459 3.23809
H -2.66593 -2.69737 4.93981
H 1.21444 -2.04102 2.04442
H -0.77413 -0.84266 -0.99560
H -1.70428 -4.05966 4.25191
H -2.11205 -1.18475 -4.12375
H -5.15372 1.92544 -0.61584
H -3.82278 5.75749 -2.80797
H 7.32985 -1.30966 -1.95526
H -0.35986 -0.25875 1.35180
H -0.71766 3.58110 -4.71441
H -0.46816 3.88200 4.81820
H 0.93457 -4.69665 3.74459
H -3.97332 -3.15308 1.35690
H -0.42903 1.38602 -4.50254
H -2.65442 4.58687 4.08344
H -1.08699 2.19586 4.89075
H -7.28339 0.87795 1.02808
H -0.60651 -0.74761 -3.25407
H -2.82628 3.92302 -1.50335
H 2.62181 -2.96621 -0.08931
H 4.33867 -2.69968 -5.30238
H -0.49712 5.32620 -4.18732
H -2.74814 5.14610 -5.05093
H 2.24083 -2.56265 -6.43642
H 2.49155 -1.03005 1.36932
H -0.47156 2.65805 0.91387
H -5.99968 0.33575 -0.67747
H -1.94815 -1.46379 2.83559
H -6.40803 1.18909 3.24730
H 1.97100 -4.05654 1.79026
H 4.69142 -2.50267 4.35478
H 2.77180 4.08575 -0.61400
H 3.34276 1.81525 -2.64971
H 3.59910 -2.64325 -3.62155
H -3.74063 -0.37819 -0.08604
H -0.65029 -2.35937 3.38467
H 2.28527 -5.69398 4.32661
H -3.65291 -4.90949 3.64623
H 7.03815 -1.46476 0.40689
H 0.29395 0.56113 -1.16841
H -6.75639 2.53642 0.89501
H -5.13769 2.36078 2.58627
H -1.29670 0.42666 -5.73356
H -2.19691 6.50339 -3.09856
H -4.50386 -3.31531 3.44158
H 1.76665 3.07386 -1.50682
H 1.02593 0.55734 0.94280
H 0.51344 3.65328 2.67727
H -1.99821 5.33439 -0.77072
H 3.42419 -1.85812 3.20271
H -2.96664 2.79604 3.75849
H -3.13989 3.79996 -4.09808
H -1.49368 1.54694 1.89313
H 4.59367 -3.57043 1.96941
H 1.66590 -3.13532 -4.80023
H -3.43331 1.31532 0.51566
H 4.36102 3.35994 -2.44168
H 6.04973 -0.08365 -2.00359
H 2.86262 -5.57468 1.92457
H 5.38101 -0.79607 0.35962
H 0.57486 1.89815 3.20631
H 0.87847 -3.30636 -0.16154
H -3.32000 -4.90542 1.31428
*
```

Atom charges from the Mulliken analysis, given in e for atoms 1 to 8: 1.311 1.056 1.035 1.276 1.201 1.268 -0.563 -0.578

=====

Which value of M does entry 2 give? 1073.3 g/mol